Density functional theory data (ωB97M-V/def2-TZVPD) for 3 unconnected molecules or ions with the total composition C4H13NO2 in a non-equilibrium geometry.

```
20
Properties=species:S:1:pos:R:3:lowdin_charge:R:1
C -1.7230 0.5010 -2.5096 -0.2492
C -1.0106 0.0827 -1.3545 -0.4046
N -1.0912 0.7305 -0.0658 -0.1056
C -1.0016 -0.1252 1.1038 -0.3442
C -2.2799 -0.1477 1.9266 -0.1220
H -1.1519 1.1105 -3.2207 -0.0795
H -2.6316 0.1470 -2.9668 -0.0968
H -0.1329 -0.6089 -1.3798 0.0454
H -1.9791 1.2232 -0.0875 0.0478
H -0.1294 0.1455 1.6987 0.0764
H -0.7869 -1.1311 0.7479 0.0807
H -2.1072 -0.2856 3.0019 0.0533
H -2.9068 -0.9665 1.6092 0.0534
H -2.8652 0.7763 1.8363 0.0613
H 3.4831 -1.4258 -1.0547 0.0275
H 4.5147 -1.4230 -2.2308 0.0267
O 3.6074 -1.6465 -1.9887 -0.0637
H 3.2356 0.6996 2.3398 0.0294
H 3.6653 0.9445 0.9161 0.0236
O 3.2912 1.3997 1.6785 -0.0599
```

Values from the calculation:
energy above the lowest of the compared OMol25 structures with the same formula, charge and spin = 66.7 kcal/mol
HOMO-LUMO gap (alpha / beta) = 2.86 / 3.18 eV
max |F| = 0.027 Eh/bohr
total charge = -1
highest occupied orbital energy (alpha / beta) = -0.0100 / -0.0217 hartree
2S+1 = 2

Density functional theory data (ωB97M-V/def2-TZVPD) for 2 unconnected molecules or ions with the total composition C4H13NO2 in a non-equilibrium geometry.

```
20
Properties=species:S:1:pos:R:3:lowdin_charge:R:1
C 0.7866 -1.5474 2.0726 -0.1172
C 0.6532 -0.4273 0.9548 -0.2557
C -0.4750 0.6344 1.1446 -0.2829
N -0.0835 2.0100 1.1183 -0.0951
C -0.5822 2.9896 0.1341 -0.2445
O 0.0345 2.6818 -1.1716 -0.1596
H 1.1900 -0.9507 2.9532 0.0917
H -0.1492 -2.1726 2.0911 0.0801
H 1.5381 -2.2538 1.7760 0.0388
H 1.6535 0.0405 0.7370 0.0973
H 0.5774 -0.8823 -0.1701 0.1351
H -1.1373 0.6824 2.1567 0.1450
H -1.3068 0.3909 0.4279 0.1081
H 0.9139 2.2044 1.1428 0.1050
H -0.2334 4.0275 0.2039 0.1120
H -1.6739 2.9675 -0.1596 0.1256
H -0.6058 2.0964 -1.7392 0.1164
O -0.0378 -3.9627 -4.8017 -0.1502
H -0.6287 -3.5885 -4.0690 0.0551
H -0.4335 -4.9399 -4.8019 0.0950
```

Values from the calculation:
energy above the lowest of the compared OMol25 structures with the same formula, charge and spin = 66.5 kcal/mol
HOMO-LUMO gap = 9.11 eV
max |F| = 0.083 Eh/bohr
total charge = 0
highest occupied orbital energy = -0.3136 hartree